65
Properties=species:S:1:pos:R:3:forces:R:3 method="wB97M-V/def2-TZVPD" lumo_energy_ev="0.1 / -1.0" charge=0 homo_lumo_gap_ev="7.3759 / 4.1520" total_energy_ha=-1628.92516 largest_force_ev_per_a=3.43 homo_energy_ev="-7.3 / -5.2"
C -0.755 -0.337 2.253 0.0 -1.2 2.5
C -0.350 -0.484 -2.958 -0.3 0.1 0.7
C 3.235 -1.719 -3.443 -1.1 -1.0 0.2
C 0.652 2.815 1.265 0.3 -1.1 -3.2
C 3.480 -0.337 -1.461 0.3 -0.2 0.6
C 0.906 3.848 5.450 0.1 -0.3 -0.2
H -1.017 0.373 -3.027 0.2 0.1 -0.1
H 4.191 -0.845 -0.791 -0.3 0.4 0.1
H -1.708 -3.565 2.327 0.0 0.4 -0.6
C -0.519 -3.460 -1.489 0.9 -0.9 -0.3
H -2.886 -1.169 -1.517 -0.7 -0.1 0.1
H -1.236 3.704 5.378 0.0 0.1 -0.2
C -0.989 -1.773 -3.446 -0.1 0.1 0.1
H -2.821 -1.131 2.645 0.7 0.0 -0.6
C -1.214 -2.603 2.151 0.8 -0.1 -0.4
O 2.193 -1.096 -1.308 2.4 -0.6 -2.4
C -2.658 1.571 0.251 -1.7 -2.6 0.4
H -2.547 -2.489 -0.365 0.0 0.3 -0.1
C 0.165 -2.466 1.920 0.1 0.7 1.7
H -0.304 -3.439 -0.397 0.1 0.1 -0.8
H -0.306 -2.321 -4.089 -0.2 -0.6 0.1
Al 1.066 -0.358 0.285 -1.1 2.1 0.3
C -2.611 1.918 -2.038 -0.7 -0.1 0.2
C -1.146 -2.181 -1.936 -0.6 -1.2 -1.6
H -0.979 2.748 -0.752 -0.9 -0.3 0.2
C -1.784 -1.315 2.306 0.7 0.5 0.5
H 3.045 3.888 5.217 -0.1 0.0 -0.1
H 3.906 0.311 -3.540 -0.4 0.5 0.0
H 3.005 3.225 2.825 -0.1 0.0 0.1
H -3.176 -2.928 -1.956 0.4 0.6 0.1
H 5.061 -0.749 -2.920 0.1 -0.1 0.5
C 0.866 3.026 2.752 -0.6 0.6 -0.1
C 2.080 3.314 3.386 -0.5 -0.4 0.1
H 1.559 -0.660 2.389 -1.4 -0.5 0.3
O -1.491 3.111 2.773 -0.6 0.0 0.7
H -1.172 -4.351 -1.669 0.4 0.9 0.0
H -2.297 1.468 1.292 -0.5 0.3 -1.0
C -3.721 0.815 -0.320 1.6 1.3 2.1
H 3.368 0.717 -1.158 -0.3 -0.6 -0.1
C 2.538 -2.284 -2.202 0.2 -0.4 0.4
C 2.094 3.691 4.731 0.1 0.1 -0.1
C 3.993 -0.546 -2.890 0.1 0.7 -0.4
H 0.915 4.119 6.509 0.1 0.0 -0.4
H 0.676 -0.213 -3.290 -0.6 -0.4 0.4
C -0.324 3.249 3.460 0.2 0.1 0.8
C 0.525 -1.065 2.177 -0.8 -0.2 -1.4
H 1.665 -2.909 -2.400 0.5 0.9 0.1
C -1.934 2.192 -0.810 0.1 0.3 -1.9
H -0.861 0.587 2.859 0.2 -0.3 -1.3
H 2.439 -1.520 -4.176 0.5 0.4 0.0
H -2.306 2.392 -2.998 -0.6 -0.6 0.8
H -4.341 0.115 0.253 0.2 0.5 -0.5
H 3.923 -2.453 -3.878 -0.3 0.0 0.1
H 3.259 -2.921 -1.669 -0.2 0.3 0.3
C -0.307 3.614 4.819 0.2 -0.2 -0.5
O 0.783 1.546 0.708 0.3 1.4 1.2
O 0.355 3.770 0.537 0.7 -1.4 1.7
H -4.540 0.778 -2.456 0.7 0.2 0.6
O -0.445 -0.994 -1.589 1.4 1.3 1.5
H -2.244 3.271 3.379 0.6 -0.1 -0.5
C -2.536 -2.193 -1.421 -1.1 0.2 0.1
H 0.370 -3.554 -2.131 -0.5 -0.9 0.9
C -3.758 1.090 -1.734 1.3 1.3 -1.3
H 0.912 -3.249 1.845 -0.2 0.0 -0.1
H -1.943 -1.584 -3.916 -0.2 -0.2 -0.4

71
Properties=species:S:1:pos:R:3:forces:R:3 method="wB97M-V/def2-TZVPD" s2=0.765 lumo_energy_ev="-14.5 / -14.1" charge=+4 multiplicity=2 homo_lumo_gap_ev="3.4695 / 3.8156" total_energy_ha=-4557.59322 largest_force_ev_per_a=3.34 homo_energy_ev="-18.0 / -18.0"
C -0.045 4.822 -0.375 0.0 0.5 0.0
C 4.280 0.070 -0.926 -0.2 0.2 0.0
C -2.374 1.822 -0.236 -0.4 0.0 0.0
N 4.557 1.362 -1.026 0.3 0.0 -0.1
H -2.108 -4.730 1.057 0.1 0.0 0.0
C -4.423 0.069 -0.291 0.3 0.2 0.0
C 0.831 8.375 0.400 -0.1 -0.8 -0.1
S -0.204 -2.227 -0.586 -0.4 1.1 -0.3
C 3.550 -0.927 4.388 -0.1 0.1 -0.1
H 2.095 4.632 -0.581 0.0 0.0 0.0
C -1.048 7.000 -1.046 -0.3 0.3 -0.1
C -3.106 -0.375 -0.161 -0.2 -0.2 0.1
As 0.028 -4.412 -0.271 0.3 -0.6 0.2
H -1.124 2.245 2.779 0.0 0.0 0.0
H -1.008 2.271 5.299 0.0 0.0 0.0
H 0.866 -4.343 2.111 -0.1 0.0 0.0
C -1.027 8.392 -0.973 0.2 -0.8 0.1
H 0.617 -6.277 -1.757 0.0 0.0 0.0
N -0.026 2.049 -0.229 -0.1 0.2 -0.5
H -1.584 -6.200 0.202 0.0 0.0 0.0
C 1.142 2.730 -0.383 0.0 0.3 0.1
H 1.250 -5.873 1.291 0.0 0.0 0.0
H -0.527 3.912 2.748 0.0 -0.1 -0.1
H 3.846 3.285 -0.942 0.0 0.0 0.0
N 0.885 2.494 3.310 -0.1 -0.2 0.0
C 3.260 -0.328 3.017 0.2 -0.2 0.3
Re 0.015 0.041 0.012 -0.1 -1.0 3.2
H -2.870 -1.425 -0.075 0.0 0.0 0.0
H 2.607 -0.976 2.437 0.0 0.0 -0.1
H 3.200 1.675 3.620 -0.1 0.1 0.0
H -0.409 3.938 5.245 0.0 0.0 0.0
C 1.347 1.308 2.965 0.5 0.2 0.1
C 1.232 -4.786 1.187 -0.1 0.0 -0.1
C 1.160 4.108 -0.442 0.2 -0.4 0.1
C 3.004 -0.365 -0.584 0.1 -0.2 0.0
C 0.903 6.984 0.364 0.3 0.2 0.1
H -5.255 -0.625 -0.321 0.0 0.0 0.0
H 1.544 8.965 0.964 0.0 0.0 0.0
H -2.040 3.569 4.697 0.0 0.0 0.0
H -3.964 3.278 -0.470 0.0 0.0 0.0
C -3.697 2.232 -0.370 0.4 -0.1 0.1
C -1.245 4.088 -0.324 -0.1 -0.4 -0.1
C 0.662 -5.196 -1.911 0.0 0.1 0.0
N -4.690 1.357 -0.394 -0.5 0.0 -0.1
C 3.588 2.238 -0.828 -0.3 -0.1 0.1
H -1.759 8.996 -1.496 0.0 0.0 0.0
N 2.013 0.510 -0.368 0.4 0.2 -0.2
H 4.192 -0.177 2.470 -0.1 0.0 -0.1
C -1.209 2.715 -0.258 0.0 0.3 0.0
N 2.616 0.994 3.143 -0.1 -0.1 -0.1
C 2.293 1.837 -0.507 0.2 -0.1 -0.1
H -2.192 4.611 -0.332 0.0 0.0 0.0
C -1.721 -5.118 0.118 0.0 0.1 0.0
H -1.797 6.516 -1.664 0.0 -0.1 0.1
H -2.409 -4.912 -0.700 0.1 0.0 -0.1
H 1.688 -4.901 -2.120 0.0 0.1 0.1
N -0.114 9.019 -0.257 0.0 1.2 0.1
H 4.031 -1.898 4.275 0.0 0.0 0.0
C -1.017 3.197 4.724 0.1 -0.1 0.0
C -0.509 2.973 3.305 -0.2 0.2 0.2
H 2.776 -1.416 -0.481 -0.1 0.0 0.0
N -2.094 0.496 -0.130 0.2 0.1 -0.3
H 4.230 -0.291 4.956 0.0 0.0 0.0
H 2.632 -1.060 4.962 0.0 0.0 0.0
H 1.691 6.479 0.913 -0.1 0.0 0.0
H 5.085 -0.627 -1.127 0.0 -0.1 0.0
H 1.522 3.101 3.818 0.0 0.0 0.0
C -0.064 6.288 -0.362 0.0 -0.3 0.0
H 0.012 -4.924 -2.740 -0.1 0.1 0.1
H 2.236 -4.434 0.960 0.0 0.0 -0.1
S 0.194 0.075 2.360 -0.3 -0.2 -2.3

So what do the calculations give for ΔE to the lowest compared entry with this formula, charge and spin? Going down the list: 105.1 14.6 kcal/mol.